{
  "formula": "C2H5NO2",
  "method": "ωB97M-V/def2-TZVPD",
  "de_lowest_kcal_mol": 105.37,
  "orbital_gap_ev": 8.7844,
  "mol_weight_da": 75.07,
  "e_homo_ha": -0.2921,
  "lumo_ev": 0.836,
  "total_energy_ev": -7736.182,
  "elements": ["O", "O", "N", "C", "C", "H", "H", "H", "H", "H"],
  "positions_angstrom": [[-1.267, 1.238, 0.119], [0.092, -1.362, -0.136], [1.798, 0.010, 0.125], [0.656, -0.275, -0.536], [-1.202, -0.064, -0.305], [-1.374, 1.244, 1.079], [2.413, 0.745, -0.178], [-1.790, -0.708, 0.359], [2.146, -0.647, 0.819], [-1.472, -0.181, -1.345]]
}